[1]
# C27H28N6O3Pd

A structure of composition C27H28N6O3Pd (wB97M-V/def2-TZVPD, OMol25).

Geometry (Å):
Pd  -1.35  -0.60  0.59
C  -4.70  -2.61  -1.25
O  -5.12  -1.43  -1.93
C  -5.02  -0.26  -1.23
C  -6.16  0.50  -1.07
C  -6.13  1.73  -0.43
C  -4.93  2.20  0.06
C  -3.76  1.44  -0.06
C  -2.50  2.04  0.31
N  -1.42  1.40  0.58
N  -0.26  2.15  0.72
C  0.66  1.80  -0.17
O  0.57  0.91  -1.05
C  1.93  2.61  -0.09
C  2.17  3.50  0.95
C  3.37  4.20  1.01
C  4.33  4.02  0.02
C  4.08  3.14  -1.03
C  2.89  2.44  -1.07
C  -3.77  0.18  -0.72
O  -2.69  -0.53  -0.93
H  -5.16  -3.45  -1.77
H  -5.04  -2.60  -0.21
H  -3.61  -2.71  -1.26
H  -7.08  0.10  -1.48
H  -7.03  2.32  -0.33
H  -4.87  3.17  0.54
H  -2.42  3.12  0.31
H  1.41  3.65  1.71
H  3.56  4.89  1.83
H  5.26  4.57  0.07
H  4.83  3.01  -1.80
H  2.69  1.73  -1.87
N  0.19  -1.24  -2.77
C  -0.01  -2.53  -2.98
N  0.30  -3.05  -4.19
N  -0.49  -3.40  -2.09
C  -0.87  -2.96  -0.94
N  -1.21  -2.63  0.12
H  0.57  -0.66  -3.50
H  0.08  -0.75  -1.88
H  0.54  -2.46  -4.96
H  0.01  -3.99  -4.37
C  1.38  -1.92  3.61
C  1.14  -0.87  2.52
C  1.23  0.54  3.19
C  -0.28  -0.80  2.14
C  2.13  -1.06  1.39
C  3.20  -0.20  1.16
C  4.12  -0.46  0.16
C  3.99  -1.58  -0.64
C  2.94  -2.46  -0.41
C  2.03  -2.20  0.60
H  0.71  -1.76  4.46
H  2.41  -1.84  3.96
H  1.22  -2.93  3.23
H  0.46  0.68  3.95
H  1.16  1.35  2.47
H  2.20  0.57  3.71
H  -0.90  -0.93  3.04
H  3.31  0.71  1.75
H  4.93  0.24  -0.01
H  4.71  -1.78  -1.42
H  2.83  -3.35  -1.02
H  1.22  -2.90  0.78

Frontier orbital gap   6.46 eV
E_HOMO   -0.271 Eh

Löwdin atomic charge list, values in e, 5 entries: 1.017 -0.068 -0.091 -0.233 -0.005



[2]
# C8H10N2O2

A cluster of 3 separate species, C8H10N2O2 in total (wB97M-V/def2-TZVPD, OMol25).

Geometry (Å):
C  -1.05  2.11  -0.08
C  -0.47  1.61  1.10
C  -0.61  1.66  -1.36
C  0.55  0.75  1.07
C  0.50  0.84  -1.30
C  1.10  0.36  -0.12
C  -3.10  -0.05  0.05
C  3.38  -0.29  0.33
N  -0.62  -3.38  -0.22
N  2.22  -0.46  -0.11
O  -3.23  0.11  -1.06
O  -2.96  -0.22  1.18
H  -1.74  2.85  0.06
H  -0.88  1.86  2.06
H  -1.02  1.99  -2.23
H  0.96  0.39  2.01
H  0.99  0.44  -2.15
H  -1.23  -2.63  0.07
H  4.01  -1.16  0.25
H  3.88  0.67  0.58
H  0.32  -3.19  0.00
H  -0.99  -4.25  -0.13

Frontier orbital gap   9.12 eV
E_HOMO   -0.308 Eh
SMILES string   C=Nc1ccccc1.O=C=O.N

Löwdin atomic charge list, values in e, 5 entries: -0.085 -0.111 -0.047 -0.069 -0.022



[3]
# C35H43ClN2ReSi2

A structure of composition C35H43ClN2ReSi2 (wB97M-V/def2-TZVPD, OMol25).

Geometry (Å):
C  1.61  0.38  0.62
C  1.72  -0.61  -0.42
C  1.43  0.04  -1.66
H  2.03  -1.64  -0.30
C  1.17  1.43  -1.40
C  1.26  1.64  0.02
H  1.15  2.58  0.52
H  1.80  0.21  1.68
H  1.48  -0.40  -2.65
H  0.99  2.18  -2.16
Re  -0.20  0.22  -0.37
Si  -2.21  -0.31  -6.39
C  -3.38  -1.62  -6.99
C  -4.75  -1.36  -7.04
H  -5.14  -0.41  -6.67
C  -5.61  -2.32  -7.59
H  -6.67  -2.10  -7.68
C  -5.08  -3.53  -8.06
H  -5.73  -4.27  -8.52
C  -3.71  -3.81  -7.94
H  -3.29  -4.76  -8.30
C  -2.86  -2.85  -7.39
H  -1.79  -3.04  -7.26
C  -2.59  1.24  -7.32
C  -2.45  1.11  -8.71
H  -2.10  0.16  -9.13
C  -2.79  2.17  -9.55
H  -2.72  2.04  -10.64
C  -3.22  3.39  -9.00
H  -3.49  4.22  -9.65
C  -3.34  3.54  -7.60
H  -3.68  4.48  -7.17
C  -3.03  2.46  -6.76
H  -3.12  2.55  -5.68
H  -0.85  -0.77  -6.70
Si  -2.07  -0.18  -3.96
C  -0.72  1.11  -4.11
C  0.45  0.80  -4.81
H  0.76  -0.25  -4.88
C  1.14  1.79  -5.50
H  2.01  1.53  -6.10
C  0.72  3.12  -5.42
H  1.24  3.91  -5.97
C  -0.31  3.45  -4.54
H  -0.56  4.50  -4.37
C  -1.01  2.45  -3.86
H  -1.82  2.69  -3.16
C  -1.57  -1.96  -3.72
C  -0.25  -2.42  -3.69
H  0.56  -1.72  -3.47
C  0.03  -3.76  -3.97
H  1.06  -4.12  -3.97
C  -1.01  -4.65  -4.28
H  -0.81  -5.68  -4.57
C  -2.33  -4.22  -4.14
H  -3.16  -4.91  -4.30
C  -2.61  -2.89  -3.80
H  -3.63  -2.55  -3.65
H  -3.25  0.02  -4.81
Cl  -3.28  0.27  -2.31
C  -2.37  2.33  0.04
N  -1.87  1.15  0.78
C  -1.32  1.70  2.06
C  -3.01  0.20  1.07
C  -2.77  -1.20  0.55
N  -1.33  -1.50  0.50
C  -0.82  -1.75  1.87
C  -1.11  -2.75  -0.28
H  -1.53  2.93  -0.29
H  -2.94  2.00  -0.83
H  -3.02  2.90  0.72
H  -2.16  2.09  2.65
H  -0.78  0.95  2.65
H  -0.62  2.52  1.84
H  -3.18  0.18  2.16
H  -3.91  0.60  0.59
H  -3.22  -1.94  1.23
H  -3.20  -1.32  -0.45
H  -1.41  -2.59  2.26
H  0.24  -2.02  1.83
H  -0.96  -0.89  2.52
H  -1.58  -2.68  -1.27
H  -1.56  -3.57  0.30
H  -0.03  -2.93  -0.41

2S+1   4
Frontier orbital gap (spin up / spin down)   4.20 / 4.95 eV
E_HOMO (spin up / spin down)   -0.410 / -0.476 Eh
Net charge   +2

Löwdin atomic charge list, values in e, 5 entries: -0.173 -0.180 -0.184 0.142 -0.156



Calculated ΔE to the lowest compared entry with this formula, charge and spin, 102.28 145.32 173.73 kJ/mol (same order as the records).
Calculated DFT total energy, -47014.005 -15532.503 -70363.017 eV (same order as the records).